ORCA calculation (wB97M-V/def2-TZVPD) on C56H98N14 as an isolated structure at a distorted geometry.

Calculated values
Energy relative to the best compared isomer or geometry (same formula, charge and spin) = 9630.2 kJ/mol
Total energy = -80422.461 eV
Largest force on an atom = 19.7 eV Å⁻¹
M = 967.50 g/mol

Atoms and positions in Å:
C (1.899, -0.140, -2.204)
C (1.978, 0.824, -3.393)
C (3.353, 0.977, -4.124)
C (4.526, 1.255, -3.275)
N (5.462, 1.517, -2.568)
H (2.689, 0.068, -1.482)
H (1.974, -1.157, -2.590)
H (0.954, -0.164, -1.661)
H (1.779, 1.818, -2.993)
H (1.174, 0.616, -4.100)
H (3.267, 1.719, -4.918)
H (3.573, 0.082, -4.707)
C (2.995, 1.775, -0.132)
C (3.241, 2.698, -1.317)
C (2.089, 3.663, -1.693)
C (0.772, 2.989, -1.929)
N (-0.263, 2.481, -2.150)
H (2.658, 2.342, 0.736)
H (3.879, 1.230, 0.200)
H (2.185, 1.077, -0.345)
H (3.429, 2.079, -2.195)
H (4.130, 3.322, -1.225)
H (2.341, 4.198, -2.608)
H (1.943, 4.418, -0.920)
C (-0.584, 3.389, 1.559)
C (0.219, 4.485, 0.722)
C (-0.548, 5.493, -0.127)
C (-1.775, 6.102, 0.526)
N (-2.675, 6.593, 1.063)
H (-1.121, 3.759, 2.433)
H (0.083, 2.665, 2.027)
H (-1.289, 2.887, 0.896)
H (0.931, 3.970, 0.078)
H (0.772, 5.025, 1.491)
H (-0.811, 5.093, -1.106)
H (0.157, 6.305, -0.301)
C (-1.186, -2.457, 1.689)
C (-2.387, -3.312, 1.387)
C (-3.612, -2.460, 0.945)
C (-4.216, -1.557, 1.970)
N (-4.774, -0.847, 2.730)
H (-0.903, -1.984, 0.749)
H (-0.383, -3.118, 2.014)
H (-1.306, -1.631, 2.389)
H (-2.659, -3.891, 2.269)
H (-2.047, -3.984, 0.600)
H (-4.395, -3.140, 0.609)
H (-3.321, -1.898, 0.057)
C (0.600, -0.441, 1.548)
C (0.629, 0.173, 0.102)
C (-0.649, 0.900, -0.433)
C (-1.937, 0.268, -0.092)
N (-2.916, -0.284, 0.170)
H (-0.289, -1.057, 1.680)
H (0.575, 0.287, 2.359)
H (1.516, -1.002, 1.735)
H (0.926, -0.595, -0.612)
H (1.390, 0.952, 0.056)
H (-0.576, 0.926, -1.520)
H (-0.622, 1.941, -0.109)
C (0.673, -2.576, -0.521)
C (-0.737, -2.112, -0.970)
C (-1.006, -2.273, -2.452)
C (0.028, -1.898, -3.426)
N (0.846, -1.653, -4.223)
H (0.705, -2.494, 0.566)
H (1.462, -2.070, -1.076)
H (0.745, -3.664, -0.524)
H (-1.043, -1.094, -0.729)
H (-1.432, -2.709, -0.380)
H (-1.818, -1.681, -2.875)
H (-1.277, -3.319, -2.595)
C (-5.358, 1.378, -1.549)
C (-4.660, 1.041, -0.174)
C (-5.323, -0.031, 0.661)
C (-5.546, -1.311, 0.046)
N (-5.701, -2.353, -0.444)
H (-6.301, 1.859, -1.291)
H (-5.569, 0.449, -2.078)
H (-4.669, 2.071, -2.033)
H (-4.585, 1.960, 0.407)
H (-3.616, 0.737, -0.260)
H (-6.235, 0.420, 1.052)
H (-4.731, -0.251, 1.549)
C (5.313, -0.965, 1.025)
C (5.121, -1.545, -0.400)
C (4.174, -0.847, -1.341)
C (2.878, -0.609, -0.734)
N (1.869, -0.505, -0.243)
H (4.388, -1.020, 1.599)
H (5.695, 0.055, 1.056)
H (6.103, -1.487, 1.566)
H (4.907, -2.612, -0.346)
H (6.140, -1.561, -0.787)
H (3.937, -1.353, -2.277)
H (4.559, 0.150, -1.556)
C (-1.396, 2.442, -4.956)
C (-1.070, 1.005, -5.481)
C (-0.450, 0.021, -4.429)
C (-1.114, 0.101, -3.121)
N (-1.645, 0.203, -2.078)
H (-2.082, 2.415, -4.110)
H (-1.820, 3.036, -5.766)
H (-0.462, 2.945, -4.704)
H (-0.360, 1.129, -6.298)
H (-1.930, 0.514, -5.936)
H (0.624, 0.176, -4.326)
H (-0.437, -1.001, -4.806)
C (-5.021, -1.194, -3.171)
C (-3.733, -0.414, -2.877)
C (-3.016, -0.988, -1.658)
C (-2.830, -2.443, -1.458)
N (-2.621, -3.564, -1.345)
H (-5.655, -1.199, -2.285)
H (-4.826, -2.241, -3.405)
H (-5.544, -0.745, -4.016)
H (-3.871, 0.665, -2.812)
H (-3.007, -0.522, -3.683)
H (-3.571, -0.626, -0.792)
H (-2.009, -0.605, -1.494)
C (-4.263, 2.051, 2.389)
C (-2.963, 2.088, 1.565)
C (-1.778, 1.512, 2.361)
C (-1.408, 2.254, 3.590)
N (-1.123, 2.823, 4.588)
H (-5.053, 2.623, 1.903)
H (-4.186, 2.362, 3.430)
H (-4.502, 0.997, 2.533)
H (-2.772, 3.115, 1.254)
H (-3.143, 1.509, 0.660)
H (-0.947, 1.604, 1.661)
H (-1.911, 0.445, 2.543)
C (2.143, -2.558, 0.824)
C (3.417, -3.217, 1.516)
C (3.288, -4.734, 1.902)
C (2.356, -4.876, 3.018)
N (1.607, -5.031, 3.887)
H (2.312, -1.495, 0.654)
H (1.271, -2.676, 1.468)
H (1.926, -2.942, -0.173)
H (3.623, -2.584, 2.379)
H (4.280, -3.089, 0.862)
H (4.277, -5.052, 2.230)
H (2.978, -5.308, 1.028)
C (1.098, -2.531, 3.135)
C (0.369, -1.347, 3.908)
C (1.154, -0.842, 5.141)
C (1.430, -1.845, 6.196)
N (1.638, -2.621, 6.975)
H (0.559, -2.797, 2.225)
H (1.164, -3.382, 3.813)
H (2.128, -2.282, 2.882)
H (-0.639, -1.650, 4.190)
H (0.237, -0.540, 3.187)
H (0.518, -0.099, 5.623)
H (2.148, -0.469, 4.897)
C (3.434, -0.728, 3.061)
C (2.599, 0.581, 3.141)
C (2.729, 1.388, 1.823)
C (1.980, 2.609, 1.800)
N (1.469, 3.614, 1.749)
H (3.016, -1.397, 2.309)
H (3.589, -1.311, 3.969)
H (4.440, -0.571, 2.669)
H (3.004, 1.198, 3.944)
H (1.569, 0.364, 3.424)
H (2.241, 0.734, 1.100)
H (3.763, 1.621, 1.570)